{
  "formula": "C15H17Cl5NOPtSi",
  "method": "ωB97M-V/def2-TZVPD",
  "total_energy_ha": -3421.6234,
  "homo_ev": -4.62,
  "charge": -1,
  "de_lowest_kcal_mol": 40.0,
  "elements": ["Pt", "Cl", "C", "C", "C", "Cl", "C", "Cl", "C", "Cl", "C", "Cl", "C", "C", "C", "C", "C", "C", "N", "H", "H", "H", "H", "H", "H", "H", "H", "C", "Si", "C", "C", "O", "H", "H", "H", "H", "H", "H", "H", "H", "H"],
  "positions_angstrom": [[-0.777, 0.960, -0.284], [-1.398, -1.273, -4.098], [-2.076, 0.117, -3.319], [-1.687, 0.546, -2.062], [-2.176, 1.679, -1.530], [-0.416, 2.885, 1.110], [-3.133, 2.479, -2.118], [-3.730, 3.903, -1.358], [-3.570, 2.065, -3.369], [-4.760, 2.983, -4.218], [-3.032, 0.897, -3.966], [-3.574, 0.452, -5.544], [-0.559, 0.564, 3.241], [-0.735, -0.609, 2.338], [-0.893, -1.910, 2.757], [-0.994, -2.726, 1.607], [-0.903, -1.899, 0.515], [-0.910, -2.303, -0.918], [-0.735, -0.607, 0.958], [-0.488, 0.179, 4.260], [-1.385, 1.273, 3.188], [0.348, 1.128, 3.025], [-0.910, -2.219, 3.791], [-1.105, -3.798, 1.561], [-0.905, -3.393, -0.969], [-0.037, -1.926, -1.455], [-1.797, -1.952, -1.448], [3.851, 0.091, -0.907], [2.513, 0.268, 0.403], [2.499, -1.317, 1.397], [3.015, 1.706, 1.494], [1.163, 0.538, -0.471], [4.818, -0.089, -0.428], [3.935, 0.994, -1.515], [3.640, -0.746, -1.575], [3.472, -1.468, 1.874], [2.307, -2.166, 0.736], [1.728, -1.336, 2.167], [3.979, 1.484, 1.962], [2.291, 1.934, 2.277], [3.124, 2.610, 0.891]]
}

{
  "formula": "C15H17ClNO",
  "method": "ωB97M-V/def2-TZVPD",
  "total_energy_ha": -1171.6969,
  "homo_ev": -12.28,
  "charge": 1,
  "elements": ["C", "C", "N", "C", "C", "O", "H", "H", "H", "H", "H", "H", "H", "Cl", "C", "C", "C", "C", "C", "C", "C", "C", "C", "C", "C", "H", "H", "H", "H", "H", "H", "H", "H", "H", "H"],
  "positions_angstrom": [[-2.348, 0.341, 2.206], [-0.879, 0.202, 2.195], [-0.196, -0.899, 2.243], [1.244, -0.543, 2.189], [1.230, 0.959, 2.150], [-0.172, 1.352, 2.136], [-2.803, -0.650, 2.249], [-2.656, 0.921, 3.083], [-2.676, 0.859, 1.297], [1.774, -0.908, 3.077], [1.722, -0.964, 1.296], [1.702, 1.384, 3.042], [1.712, 1.348, 1.249], [-4.949, -3.068, 6.696], [-3.946, -3.285, 5.325], [-2.560, -3.418, 5.488], [-1.737, -3.514, 4.371], [-2.275, -3.481, 3.058], [-1.420, -3.540, 1.907], [-1.945, -3.757, 0.520], [-0.664, -3.977, -0.369], [0.457, -3.937, 0.627], [-0.015, -3.688, 1.904], [-3.695, -3.426, 2.928], [-4.517, -3.311, 4.043], [-2.136, -3.431, 6.488], [-0.660, -3.621, 4.497], [-2.603, -4.638, 0.468], [-2.534, -2.902, 0.162], [-0.726, -4.928, -0.918], [-0.598, -3.172, -1.115], [1.500, -4.077, 0.355], [0.594, -3.609, 2.803], [-4.144, -3.476, 1.933], [-5.595, -3.230, 3.931]]
}

{
  "formula": "C15H17F17N6O3P",
  "method": "ωB97M-V/def2-TZVPD",
  "total_energy_ha": -3174.9439,
  "homo_ev": -10.82,
  "charge": 1,
  "elements": ["N", "P", "O", "O", "C", "N", "C", "N", "N", "C", "C", "C", "F", "F", "C", "F", "F", "C", "F", "F", "C", "F", "F", "C", "F", "F", "C", "F", "F", "C", "F", "F", "C", "F", "F", "F", "N", "H", "H", "H", "H", "H", "H", "H", "H", "H", "H", "C", "C", "O", "N", "C", "H", "H", "H", "H", "H", "H", "H"],
  "positions_angstrom": [[-5.620, 0.188, 4.618], [-6.370, -1.055, 4.063], [-6.106, -2.353, 4.895], [-7.943, -0.869, 4.103], [-5.883, -1.496, 2.362], [-6.446, -2.377, 1.528], [-5.739, -2.330, 0.410], [-5.987, -3.054, -0.714], [-4.728, -1.429, 0.534], [-3.730, -1.021, -0.442], [-2.303, -1.351, 0.005], [-1.588, -0.150, 0.583], [-0.642, -0.513, 1.444], [-2.527, 0.544, 1.322], [-1.060, 0.834, -0.507], [-2.095, 1.665, -0.792], [-0.786, 0.187, -1.647], [0.115, 1.749, -0.058], [-0.161, 2.137, 1.198], [0.097, 2.847, -0.828], [1.517, 1.066, -0.095], [1.318, -0.262, -0.284], [2.104, 1.194, 1.098], [2.458, 1.517, -1.235], [1.794, 1.307, -2.386], [3.502, 0.679, -1.208], [3.010, 2.991, -1.262], [2.249, 3.732, -2.076], [4.235, 2.926, -1.829], [3.225, 3.685, 0.095], [4.102, 2.926, 0.774], [2.082, 3.800, 0.774], [3.864, 5.110, -0.016], [5.143, 5.042, -0.357], [3.785, 5.646, 1.217], [3.185, 5.885, -0.853], [-4.843, -0.927, 1.755], [-4.976, 0.626, 3.972], [-6.233, -2.140, 5.829], [-8.193, -0.291, 3.371], [-6.700, -2.750, -1.347], [-5.573, -3.949, -0.882], [-3.961, -1.585, -1.333], [-3.890, 0.023, -0.674], [-1.769, -1.786, -0.827], [-2.353, -2.105, 0.781], [-4.251, -0.225, 2.189], [5.773, -1.918, -0.811], [6.065, -3.015, -1.808], [5.957, -4.194, -1.519], [6.454, -2.638, -3.055], [6.635, -1.295, -3.575], [5.478, -2.373, 0.128], [6.660, -1.307, -0.640], [4.958, -1.288, -1.166], [6.634, -3.415, -3.670], [5.975, -1.134, -4.429], [7.666, -1.160, -3.906], [6.413, -0.552, -2.816]]
}

{
  "formula": "C15H17MnNO4",
  "method": "ωB97M-V/def2-TZVPD",
  "s2": 6.187,
  "total_energy_ha": -2087.1051,
  "homo_ev": [-19.28, -19.81],
  "charge": 3,
  "de_lowest_kcal_mol": 58.7,
  "spin_multiplicity": 5,
  "elements": ["Mn", "C", "O", "C", "O", "C", "O", "C", "O", "C", "H", "H", "C", "H", "H", "C", "N", "C", "C", "C", "C", "C", "C", "C", "C", "H", "H", "H", "H", "H", "H", "H", "H", "H", "H", "H", "H", "H"],
  "positions_angstrom": [[-0.521, 1.514, -1.339], [-0.828, 2.313, 0.329], [-1.075, 2.824, 1.350], [-0.173, 3.300, -1.776], [-0.221, 4.438, -2.051], [-2.377, 1.702, -1.421], [-3.471, 2.096, -1.261], [1.333, 1.291, -1.012], [2.420, 1.497, -0.669], [-0.577, 0.664, -3.529], [0.401, 0.138, -3.451], [-1.262, 0.176, -4.313], [-0.582, 2.066, -3.346], [-1.484, 2.640, -3.662], [0.361, 2.573, -3.702], [2.289, -1.458, 1.658], [1.254, -0.905, 2.557], [1.817, -0.232, 3.753], [0.253, -0.005, 1.766], [-0.464, -0.845, 0.697], [-0.719, -2.209, 1.046], [-1.229, -3.088, 0.090], [-1.585, -2.611, -1.153], [-1.532, -1.222, -1.399], [-0.881, -0.325, -0.535], [2.806, -0.637, 1.150], [1.805, -2.089, 0.915], [2.988, -2.052, 2.242], [0.717, -1.717, 2.914], [2.381, 0.657, 3.485], [1.005, 0.056, 4.411], [2.470, -0.930, 4.265], [-0.443, 0.414, 2.538], [0.880, 0.819, 1.343], [-0.508, -2.600, 2.049], [-1.279, -4.161, 0.325], [-1.971, -3.283, -1.951], [-1.998, -0.808, -2.315]]
}

{
  "formula": "C15H17N4O6S6V",
  "method": "ωB97M-V/def2-TZVPD",
  "total_energy_ha": -4585.4776,
  "homo_ev": [-1.28, -1.28],
  "charge": -2,
  "elements": ["V", "O", "S", "O", "O", "C", "C", "C", "C", "C", "C", "S", "O", "O", "O", "H", "H", "H", "H", "C", "C", "S", "C", "C", "S", "H", "H", "H", "H", "H", "H", "S", "C", "N", "C", "C", "N", "H", "H", "H", "H", "H", "H", "S", "C", "N", "N", "C", "H"],
  "positions_angstrom": [[0.085, -0.167, 0.366], [2.626, 1.604, 2.851], [2.404, 0.810, 1.672], [1.593, 1.461, 0.621], [1.780, -0.502, 1.895], [4.053, 0.547, 1.006], [5.099, 0.837, 1.879], [6.417, 0.661, 1.492], [6.701, 0.191, 0.219], [5.664, -0.102, -0.651], [4.337, 0.072, -0.273], [3.104, -0.332, -1.522], [3.738, -1.365, -2.317], [2.851, 0.909, -2.216], [1.972, -0.845, -0.745], [4.852, 1.210, 2.862], [7.217, 0.891, 2.186], [7.728, 0.046, -0.096], [5.857, -0.491, -1.641], [-1.980, 1.251, -3.673], [-1.297, 0.446, -2.598], [-0.589, 1.317, -1.314], [-1.277, -0.922, -2.592], [-1.977, -1.750, -3.633], [-0.515, -1.770, -1.342], [-1.783, 2.312, -3.529], [-3.064, 1.103, -3.652], [-1.623, 0.975, -4.669], [-2.195, -1.180, -4.538], [-2.920, -2.122, -3.223], [-1.371, -2.615, -3.905], [-0.817, 1.317, 1.996], [-2.462, 0.689, 1.689], [-3.463, 1.727, 1.450], [-4.783, 1.142, 1.669], [-4.507, -0.083, 2.569], [-3.070, -0.028, 2.802], [-3.336, 2.131, 0.531], [-5.279, 0.834, 0.739], [-5.443, 1.863, 2.161], [-4.833, -1.009, 2.077], [-5.046, -0.011, 3.518], [-2.638, -0.934, 2.935], [-1.380, -4.013, 2.948], [-0.839, -2.712, 2.111], [-0.488, -1.785, 1.501], [-3.004, -0.802, -0.223], [-2.152, -0.177, 0.467], [-3.944, -0.633, 0.141]]
}

{
  "formula": "C15H17N5O3",
  "method": "ωB97M-V/def2-TZVPD",
  "total_energy_ha": -1081.1775,
  "homo_ev": -8.65,
  "charge": 0,
  "de_lowest_kcal_mol": 132.9,
  "smiles": "CCn1cc(/C=N\\NC(=O)Cc2ccc([N+](=O)[O-])cc2)c(C)n1",
  "elements": ["C", "H", "H", "H", "C", "N", "C", "C", "C", "N", "C", "H", "H", "H", "C", "N", "N", "C", "O", "C", "C", "C", "C", "C", "C", "C", "H", "H", "N", "O", "O", "H", "H", "H", "H", "H", "H", "H", "H", "H"],
  "positions_angstrom": [[3.033, 2.143, -2.922], [2.970, 2.159, -4.007], [3.589, 1.259, -2.618], [3.574, 3.025, -2.590], [1.631, 2.132, -2.318], [1.681, 2.140, -0.882], [1.846, 1.095, -0.062], [1.883, 1.592, 1.236], [1.730, 2.998, 1.065], [1.604, 3.292, -0.211], [1.674, 4.042, 2.119], [1.556, 5.016, 1.653], [2.588, 4.036, 2.713], [0.832, 3.861, 2.786], [2.079, 0.927, 2.492], [1.951, -0.287, 2.860], [1.434, -1.274, 2.056], [0.331, -1.205, 1.265], [-0.269, -0.188, 1.006], [-0.049, -2.585, 0.694], [-1.443, -2.555, 0.154], [-1.732, -1.786, -0.970], [-3.020, -1.708, -1.456], [-4.032, -2.413, -0.814], [-3.763, -3.181, 0.313], [-2.471, -3.243, 0.793], [-2.257, -3.833, 1.672], [-4.569, -3.713, 0.794], [-5.375, -2.348, -1.323], [-5.569, -1.693, -2.326], [-6.237, -2.957, -0.723], [-3.262, -1.112, -2.323], [-0.941, -1.237, -1.457], [0.050, -3.348, 1.467], [0.662, -2.806, -0.108], [1.733, -2.184, 2.383], [2.427, 1.563, 3.299], [1.964, 0.099, -0.440], [1.079, 1.248, -2.647], [1.087, 3.029, -2.622]]
}